{"formula": "C23H23FeOP2", "method": "ωB97M-V/def2-TZVPD", "homo_lumo_gap_ha": [0.11480, 0.21721], "homo_energy_ev": [-0.620, -3.260], "lumo_ev": [2.5039, 2.6500], "spin_multiplicity": 5, "total_charge": -1, "s2": 6.091, "symbols": ["C", "C", "C", "C", "C", "Fe", "P", "H", "H", "H", "H", "H", "H", "H", "H", "O", "P", "C", "C", "C", "C", "C", "C", "C", "C", "C", "C", "C", "C", "C", "C", "C", "C", "C", "C", "H", "H", "H", "H", "H", "H", "H", "H", "H", "H", "H", "H", "H", "H", "H"], "positions_angstrom": [[0.243, 0.318, -4.399], [-0.923, -0.542, -4.539], [-0.667, -1.783, -3.923], [0.694, -1.798, -3.494], [1.287, -0.517, -3.745], [1.021, 1.515, -2.263], [-0.682, 2.991, -3.228], [0.459, 1.165, -5.070], [-1.858, -0.248, -5.011], [-1.366, -2.600, -3.817], [2.362, -0.283, -3.750], [1.218, -2.658, -3.091], [-1.932, 3.217, -2.592], [-0.988, 3.354, -4.578], [0.051, 4.148, -2.821], [-0.035, 1.136, -0.627], [0.004, 0.332, 0.665], [-1.431, -0.799, 0.805], [-2.346, -0.714, 1.875], [-3.464, -1.555, 1.951], [-3.692, -2.516, 0.959], [-2.820, -2.584, -0.133], [-1.695, -1.753, -0.197], [1.593, -0.539, 0.788], [1.833, -1.683, 0.010], [3.101, -2.273, -0.030], [4.122, -1.803, 0.808], [3.899, -0.668, 1.594], [2.653, -0.022, 1.557], [-0.086, 1.384, 2.129], [0.192, 0.887, 3.419], [0.038, 1.706, 4.542], [-0.349, 3.042, 4.386], [-0.557, 3.559, 3.102], [-0.427, 2.737, 1.978], [-2.191, 0.007, 2.677], [-4.171, -1.464, 2.782], [-4.544, -3.195, 1.024], [-3.008, -3.296, -0.939], [-1.014, -1.837, -1.046], [1.030, -2.121, -0.578], [3.296, -3.111, -0.711], [5.089, -2.308, 0.828], [4.691, -0.289, 2.249], [2.522, 0.884, 2.150], [0.511, -0.149, 3.542], [0.225, 1.289, 5.534], [-0.460, 3.680, 5.266], [-0.837, 4.607, 2.979], [-0.592, 3.150, 0.983]], "forces_ev_per_a": [[0.518, -2.365, -0.555], [1.047, 1.069, 0.647], [1.377, 0.608, -0.102], [-0.450, 0.744, 0.004], [-1.265, 0.656, -0.873], [-1.150, -0.932, -0.823], [0.836, -0.096, 0.525], [-0.131, -0.417, 0.546], [0.111, -0.014, 0.114], [-0.018, -0.043, -0.045], [-0.443, -0.193, 0.006], [-0.092, 0.150, 0.157], [0.236, 0.273, -0.233], [-0.020, 0.028, 0.515], [-0.644, 0.332, -0.263], [-0.286, 0.351, 0.523], [0.275, -1.803, 0.208], [0.836, 0.911, 0.124], [-0.830, -0.316, 0.472], [0.597, 0.343, 0.015], [-0.138, -0.091, -0.289], [0.538, 0.263, 0.273], [-0.200, -0.592, -0.559], [-1.283, 0.905, -0.141], [0.750, -1.013, -0.484], [-0.814, 0.103, 0.141], [0.413, 0.010, -0.119], [-0.798, 0.240, 0.125], [1.246, -0.095, 0.626], [0.181, 0.524, 0.462], [-0.289, 0.292, -0.104], [0.004, -0.046, -0.288], [0.112, -0.104, -0.254], [-0.022, -0.117, 0.212], [0.015, -0.136, 0.355], [-0.057, -0.085, -0.226], [0.360, 0.023, -0.222], [0.191, 0.261, -0.033], [0.122, 0.167, 0.199], [-0.347, 0.102, 0.054], [0.240, 0.196, -0.059], [-0.195, 0.266, 0.360], [-0.209, 0.176, -0.047], [-0.291, -0.062, -0.287], [0.024, -0.222, -0.207], [-0.119, 0.247, -0.103], [-0.051, 0.187, -0.273], [0.002, -0.164, -0.289], [0.090, -0.290, 0.030], [0.022, -0.228, 0.183]], "mulliken_spin": [-0.0624, 0.0119, 0.0080, 0.0088, 0.0669, 2.9795, 0.0104, -0.0002, 0.0017, 0.0006, -0.0246, 0.0042, -0.0031, 0.0009, -0.0050, 0.1178, 0.1601, -0.0478, 0.0578, -0.0590, 0.1726, -0.0908, 0.1569, 0.0225, 0.0688, -0.0813, 0.2163, -0.0828, 0.0933, -0.0499, 0.0181, 0.0065, -0.0015, 0.0058, 0.0198, 0.0318, -0.0053, 0.0244, -0.0057, 0.0517, 0.0650, -0.0062, 0.0311, -0.0072, 0.0453, 0.0355, -0.0043, -0.0006, 0.0017, 0.0417]}